Formula: C84H183N9O12
Source: the OMol25 dataset
Level of theory: wB97M-V/def2-TZVPD

Geometry (Å):
C  -10.0857  23.4098  18.0977
C  -9.4478  24.0376  16.8645
C  -9.1895  25.5504  17.2214
C  -8.0833  23.3799  16.5698
C  -8.1708  21.9914  15.9940
C  -9.0409  22.1271  14.7450
C  -10.4345  22.7997  14.9761
C  -11.0929  23.0510  13.5847
C  -11.3567  21.7636  15.7592
N  -10.1890  24.1078  15.5390
O  -11.5259  24.5995  15.9434
H  -9.6922  22.4165  18.3079
H  -9.8938  24.0031  18.9961
H  -11.1636  23.3445  17.9860
H  -8.6905  26.0995  16.4209
H  -10.1354  26.0332  17.3714
H  -8.5335  25.5951  18.0875
H  -7.5673  24.0923  15.8952
H  -7.5274  23.3296  17.5137
H  -7.1811  21.6450  15.6970
H  -8.6313  21.3239  16.7259
H  -9.2570  21.1236  14.3778
H  -8.5232  22.6359  13.9162
H  -12.0509  23.5578  13.7208
H  -11.3343  22.0744  13.1728
H  -10.4478  23.6194  12.9174
H  -12.2378  22.2878  16.0951
H  -10.8801  21.4475  16.6913
H  -11.6541  20.9776  15.0593
H  -11.5168  25.4243  15.4624
C  -9.3797  17.4216  9.7664
C  -10.8281  17.6121  10.3523
C  -11.5371  16.2658  10.5206
C  -10.6931  18.2566  11.7681
C  -12.0188  18.7838  12.2916
C  -12.6928  19.7716  11.3342
C  -12.7626  19.2032  9.9075
C  -14.0548  18.3309  9.8350
C  -12.9566  20.4131  8.9463
N  -11.4906  18.5870  9.5059
O  -11.6160  18.0918  8.1667
H  -9.4741  16.8051  8.8774
H  -8.9321  18.3724  9.5260
H  -8.7605  16.9111  10.4977
H  -12.4974  16.4233  10.9888
H  -11.7511  15.7835  9.5643
H  -10.8683  15.5612  10.9788
H  -10.2935  17.4886  12.4497
H  -9.9316  19.0516  11.7202
H  -12.7021  17.9313  12.3849
H  -11.8485  19.2117  13.2559
H  -12.1445  20.7025  11.2519
H  -13.7265  19.8392  11.6448
H  -13.9307  17.5397  9.0950
H  -14.8950  18.9135  9.4603
H  -14.3082  17.7857  10.7602
H  -13.4361  21.2396  9.4895
H  -13.5260  20.0992  8.0722
H  -11.9636  20.7624  8.6481
H  -12.0188  17.2183  8.2284
C  -23.6299  22.8696  12.0345
C  -23.0601  23.7062  13.2354
C  -22.1537  24.8109  12.6011
C  -24.1923  24.4465  13.9348
C  -23.7899  25.0257  15.2904
C  -23.0847  24.0479  16.1671
C  -21.9427  23.2662  15.4624
C  -20.6990  24.2495  15.5348
C  -21.5906  22.0191  16.3141
N  -22.4366  22.7598  14.1958
O  -21.3039  22.1538  13.5062
H  -24.0877  23.4992  11.2787
H  -22.8208  22.3459  11.5383
H  -24.3446  22.1257  12.4248
H  -22.7041  25.3542  11.8143
H  -21.8278  25.4708  13.4134
H  -21.2912  24.3068  12.1407
H  -24.4775  25.2315  13.2670
H  -25.0532  23.7679  14.0009
H  -23.1446  25.8948  15.1782
H  -24.6150  25.4145  15.8615
H  -23.8448  23.3429  16.4848
H  -22.6767  24.6044  17.0159
H  -19.9416  23.9359  14.8108
H  -20.3246  24.2751  16.5572
H  -20.9224  25.2913  15.2703
H  -21.3015  22.3595  17.3129
H  -20.7732  21.4458  15.8490
H  -22.4323  21.3422  16.4689
H  -21.6168  21.2504  13.3547
C  -16.7981  21.5294  11.0181
C  -17.1279  21.5916  12.5034
C  -18.2547  20.5767  12.7857
C  -15.8756  21.1851  13.3142
C  -14.7678  22.2129  13.3279
C  -15.3731  23.5263  13.8616
C  -16.5584  23.9484  12.9961
C  -17.1159  25.1966  13.7031
C  -16.0494  24.4309  11.5940
N  -17.5735  22.9302  13.0185
O  -18.6762  23.3087  12.1642
H  -17.5314  22.0451  10.4030
H  -15.7817  21.9101  10.8396
H  -16.7635  20.4839  10.7343
H  -19.0948  20.8914  12.1776
H  -17.8593  19.5721  12.5922
H  -18.6359  20.5505  13.7968
H  -16.1537  20.9881  14.3386
H  -15.5451  20.2644  12.8232
H  -13.9823  21.8896  14.0064
H  -14.2609  22.3898  12.3594
H  -14.5828  24.2860  13.7973
H  -15.6994  23.4741  14.9266
H  -16.3432  25.9620  13.7719
H  -17.3794  24.9746  14.7494
H  -18.0464  25.5411  13.2378
H  -15.1926  23.8276  11.2391
H  -15.8244  25.4993  11.5950
H  -16.8227  24.2567  10.8474
H  -19.4260  23.1002  12.7591
C  -18.9236  15.7242  7.1578
C  -18.4313  16.6062  5.9854
C  -17.7748  15.6868  4.9208
C  -19.6230  17.2720  5.2712
C  -20.2827  18.4253  6.0431
C  -19.1781  19.4043  6.4156
C  -18.0349  18.7187  7.1501
C  -16.8980  19.7824  7.1638
C  -18.4304  18.4593  8.5971
N  -17.4941  17.5993  6.3664
O  -16.4993  16.9679  7.2082
H  -18.1843  15.2720  7.8109
H  -19.5320  16.2489  7.8940
H  -19.5521  14.9491  6.6961
H  -18.3788  14.7854  4.8209
H  -17.7349  16.1925  3.9702
H  -16.7285  15.4639  5.1407
H  -19.2539  17.5917  4.2895
H  -20.3578  16.4630  5.0599
H  -21.0653  18.8559  5.4271
H  -20.7889  18.0420  6.9322
H  -19.5486  20.1943  7.0513
H  -18.7693  20.0260  5.5987
H  -17.2854  20.6126  7.7667
H  -16.5656  20.1461  6.1915
H  -16.0409  19.4380  7.7640
H  -19.5010  18.2600  8.6813
H  -18.2708  19.4034  9.1581
H  -17.8943  17.6061  9.0043
H  -15.7295  17.1299  6.6635
C  -14.9842  28.4710  21.2913
C  -14.1706  28.0660  20.0471
C  -13.0264  29.0922  19.8056
C  -13.5072  26.6756  20.3070
C  -12.9011  25.9851  19.1365
C  -13.9866  25.9113  18.0698
C  -14.6362  27.2381  17.7065
C  -13.5580  28.0783  16.9199
C  -15.8145  26.9928  16.7456
N  -15.1278  27.8445  18.9505
O  -15.4724  29.2403  18.6074
H  -15.2994  29.5164  21.1538
H  -15.8938  27.8567  21.4135
H  -14.3776  28.3610  22.1851
H  -13.3326  29.8627  19.0717
H  -12.7839  29.6301  20.7244
H  -12.1035  28.6237  19.4694
H  -12.7794  26.7408  21.1244
H  -14.2990  26.0499  20.7191
H  -11.9901  26.4732  18.8052
H  -12.5021  24.9905  19.3690
H  -14.7352  25.2261  18.4806
H  -13.5705  25.5675  17.1180
H  -13.9029  29.0764  16.7108
H  -13.4998  27.6027  15.9388
H  -12.6195  28.0250  17.4806
H  -15.3846  26.7503  15.7778
H  -16.4149  27.8909  16.6036
H  -16.4265  26.1681  17.1103
H  -16.2535  29.3453  19.1435
C  -20.3531  26.2917  6.1576
C  -20.5396  24.7413  5.8794
C  -21.4270  24.5966  4.6678
C  -19.1508  24.1083  5.6222
C  -18.2863  24.0065  6.8300
C  -19.0530  23.2171  7.9096
C  -20.4005  23.7673  8.2244
C  -21.1705  22.7763  9.0892
C  -20.2382  25.0529  9.0371
N  -21.1015  23.9179  6.9690
O  -22.4004  24.5758  7.3164
H  -20.6827  26.8550  5.2838
H  -21.0472  26.5949  6.9200
H  -19.3081  26.5464  6.3860
H  -22.4528  24.9640  4.8266
H  -21.0618  25.1374  3.7983
H  -21.4491  23.5451  4.4303
H  -19.1857  23.1916  5.0387
H  -18.5844  24.7544  4.9417
H  -17.3528  23.5183  6.5732
H  -18.0454  24.9836  7.2330
H  -18.4849  23.1949  8.8324
H  -19.2103  22.1462  7.7811
H  -21.3527  21.8461  8.5258
H  -22.1066  23.2214  9.4807
H  -20.4986  22.5086  9.8980
H  -19.5110  25.7563  8.6381
H  -19.9236  24.7972  10.0442
H  -21.1740  25.6096  8.9970
H  -23.0083  23.8881  7.0299
C  -16.8357  24.1449  21.3068
C  -17.0650  22.9963  20.2638
C  -18.1567  21.9794  20.8022
C  -17.6204  23.6225  18.9522
C  -17.6685  22.6830  17.7338
C  -16.2246  22.2234  17.5787
C  -15.6450  21.5166  18.8144
C  -16.3169  20.1553  19.0326
C  -14.1360  21.3219  18.5201
N  -15.7740  22.4692  19.9340
O  -15.2852  21.8187  21.0582
H  -16.8186  23.7818  22.3244
H  -15.8973  24.6566  21.0806
H  -17.6757  24.8470  21.2435
H  -18.6434  21.4712  19.9911
H  -17.7964  21.2332  21.5081
H  -18.9120  22.6087  21.2883
H  -18.6326  23.9361  19.2133
H  -17.0390  24.5180  18.7443
H  -18.3645  21.8460  17.8865
H  -17.9978  23.2458  16.8679
H  -15.5765  23.0483  17.2759
H  -16.1608  21.4467  16.7774
H  -16.3224  19.8145  20.0704
H  -15.8138  19.3882  18.4361
H  -17.3731  20.1843  18.7408
H  -14.0862  20.6224  17.6943
H  -13.5126  20.8508  19.2914
H  -13.6939  22.2886  18.2785
H  -14.4870  22.3171  21.2524
C  -22.3740  17.1678  15.0638
C  -21.7788  17.4607  13.6938
C  -20.3720  18.0682  13.9068
C  -21.6627  16.1133  12.9772
C  -21.3196  16.2264  11.4995
C  -22.4458  17.0417  10.9418
C  -22.6292  18.4465  11.5257
C  -21.4574  19.3649  11.0115
C  -23.9705  19.0424  11.0006
N  -22.7856  18.3204  12.9903
O  -22.5934  19.6500  13.5474
H  -22.8186  18.0835  15.4390
H  -23.1199  16.3709  14.9962
H  -21.6582  16.8593  15.8287
H  -19.7569  17.3646  14.4587
H  -19.8197  18.3432  13.0098
H  -20.5062  18.9984  14.4531
H  -20.8907  15.6167  13.5975
H  -22.5615  15.4953  13.0895
H  -20.3532  16.6779  11.3237
H  -21.2832  15.2652  10.9636
H  -23.4015  16.5496  11.1328
H  -22.4139  17.1030  9.8496
H  -20.4785  18.8948  11.0659
H  -21.3723  20.3429  11.4968
H  -21.6359  19.5268  9.9472
H  -24.8036  18.3322  11.1398
H  -23.8345  19.3522  9.9648
H  -24.2024  19.9729  11.5138
H  -23.4911  19.8511  13.8472
C  -14.4881  23.8905  8.2702
O  -14.3257  25.1997  8.7550
H  -15.0018  23.7949  7.3102
H  -13.4960  23.5314  8.0225
H  -15.0358  23.2584  8.9823
H  -15.1861  25.5968  8.8280
C  -14.2217  27.7880  12.9592
O  -13.0002  28.5072  12.8832
H  -14.9517  27.8920  12.1435
H  -14.0790  26.7214  13.1470
H  -14.6911  28.2764  13.8238
H  -12.3226  27.9371  12.5286
C  -17.5132  27.6633  9.3955
O  -16.9272  26.7120  8.4837
H  -18.4286  28.1426  9.0440
H  -17.6986  27.0851  10.2892
H  -16.8721  28.4630  9.7440
H  -16.5436  27.0834  7.6784

Values from the calculation:
DFT total energy	-128046.4395	eV
HOMO	-8.6	eV
ΔE to the lowest compared entry with this formula, charge and spin	0.0	kcal/mol
orbital gap	9.05	eV